# 1
A structure of composition C5H11NO. Source: the OMol25 dataset; level of theory: ωB97M-V/def2-TZVPD.

Output
HOMO-LUMO gap: 7.963 eV
E_tot: -326.9724 Ha
Charge: 0
ΔE to the lowest compared entry with this formula, charge and spin: 417.2 kJ/mol

XYZ file:
```
18
C5H11NO (ωB97M-V/def2-TZVPD)
C 1.41065 0.45645 -1.66571
C 0.44451 -0.65571 -1.46320
C 0.66018 -1.64126 -0.51603
N 0.32022 0.03381 1.22788
C -0.94643 0.31234 0.98142
O -1.57335 -0.11272 -0.03453
C -1.75498 1.18447 1.94071
H 1.75100 0.54370 -2.70079
H 0.85132 1.36216 -1.40547
H 2.25060 0.38064 -0.97313
H -0.50690 -0.65754 -1.98129
H 0.98216 -1.91558 -1.74993
H -0.17001 -2.29344 -0.26466
H 1.58539 -1.69042 0.03845
H 0.63892 0.50984 2.06746
H -2.20796 2.00716 1.37920
H -1.16040 1.58943 2.76633
H -2.57490 0.58668 2.35329
```


# 2
The molecule C5H11NO. Source: the OMol25 dataset; level of theory: ωB97M-V/def2-TZVPD.

Output
SMILES string: CC[C@H](C)NC=O
HOMO-LUMO gap: 10.280 eV
E_tot: -327.0615 Ha
Charge: 0
ΔE to the lowest compared entry with this formula, charge and spin: 183.3 kJ/mol

XYZ file:
```
18
C5H11NO (ωB97M-V/def2-TZVPD)
C 0.63314 0.45598 2.06680
C 0.29963 0.78174 0.63706
C 0.05150 -0.43304 -0.26562
C 1.25601 -0.98207 -1.09523
N -0.92506 -0.19724 -1.25220
C -2.24277 0.24178 -0.84817
O -2.42364 0.43233 0.32806
H -0.22356 0.27777 2.71593
H 1.13057 1.35883 2.47639
H 1.24864 -0.46812 2.07862
H 1.18976 1.11796 0.10469
H -0.24656 1.68984 0.45872
H -0.42701 -1.26492 0.25234
H 0.78173 -1.83051 -1.59166
H 1.74014 -0.10785 -1.75360
H 2.11513 -1.31667 -0.45505
H -0.96870 -0.14897 -2.28612
H -2.98896 0.39313 -1.57098
```


# 3
A cluster of 2 separate species, C5H11NO in total. Source: the OMol25 dataset; level of theory: ωB97M-V/def2-TZVPD.

Output
SMILES string: C=C/C=C/NC.O
HOMO-LUMO gap: 8.319 eV
E_tot: -327.0097 Ha
Charge: 0
ΔE to the lowest compared entry with this formula, charge and spin: 319.4 kJ/mol

XYZ file:
```
18
C5H11NO (ωB97M-V/def2-TZVPD)
C -2.63155 2.28948 -1.59375
C -2.73935 1.28427 -0.66303
C -1.58109 0.50207 -0.27701
C -1.50667 -0.82512 -0.63717
N -0.79174 -1.88489 -0.17696
C 0.24774 -1.77238 0.87124
H -3.46680 2.86097 -1.96393
H -1.60407 2.56963 -1.84511
H -3.78312 1.16459 -0.31479
H -0.68392 1.01293 0.10680
H -2.30059 -1.13194 -1.32458
H -0.67180 -2.59184 -0.88854
H 0.35795 -2.63386 1.49646
H 0.00977 -0.75822 1.14076
H 1.26850 -1.60547 0.46364
O 6.91882 0.33830 2.07608
H 6.94193 0.66847 1.17203
H 6.01601 0.51299 2.35785
```


# 4
A structure of composition C5H11NO. Source: the OMol25 dataset; level of theory: ωB97M-V/def2-TZVPD.

Output
HOMO-LUMO gap: 8.729 eV
E_tot: -326.9495 Ha
Charge: 0
ΔE to the lowest compared entry with this formula, charge and spin: 477.4 kJ/mol

XYZ file:
```
18
C5H11NO (ωB97M-V/def2-TZVPD)
C 0.15889 -1.13042 -1.27161
C 1.08945 -0.88564 0.67136
N 0.64686 0.31215 1.01349
C -0.52705 0.33375 1.87699
C 0.56841 0.63690 -0.65252
O 1.60889 1.05877 -1.10854
C -0.78733 1.26575 -0.87767
H 0.94566 -1.86994 -1.45059
H -0.07150 -0.73140 -2.26471
H -0.77378 -1.59962 -0.93212
H 2.07472 -0.93644 0.21533
H 0.72918 -1.79105 1.17068
H -0.24240 0.12348 2.91667
H -0.97898 1.32679 1.86534
H -1.28316 -0.40702 1.58155
H -0.89867 1.40816 -1.95739
H -0.76071 2.24505 -0.38867
H -1.62423 0.67027 -0.51172
```


# 5
A cluster of 2 separate species, C5H11NO in total. Source: the OMol25 dataset; level of theory: ωB97M-V/def2-TZVPD.

Output
SMILES string: C=CC/C=C/N.O
HOMO-LUMO gap: 8.277 eV
E_tot: -326.9844 Ha
Charge: 0
ΔE to the lowest compared entry with this formula, charge and spin: 385.8 kJ/mol

XYZ file:
```
18
C5H11NO (ωB97M-V/def2-TZVPD)
C 2.87828 -0.96245 -0.27872
C 1.69498 -0.65365 0.27935
C 0.48354 -1.57361 0.15966
C -0.29122 -1.19793 -0.99652
C 0.01518 -0.16173 -1.95411
N -0.91926 0.58528 -2.66402
H 3.80158 -0.32200 -0.12251
H 3.15946 -1.81276 -0.95688
H 1.53919 0.39728 0.67392
H 0.94515 -2.57535 0.09213
H -0.06865 -1.63609 1.11610
H -0.91614 -1.93231 -1.51693
H 0.95610 0.39355 -1.73103
H -1.84574 0.14197 -2.91177
H -0.29694 1.29537 -3.11892
O -3.00760 2.80824 4.39641
H -2.78526 3.37082 3.63482
H -2.67772 3.41283 5.05996
```


# 6
The molecule C5H11NO. Source: the OMol25 dataset; level of theory: ωB97M-V/def2-TZVPD.

Output
SMILES string: CNC(=O)C(C)C
HOMO-LUMO gap: 10.502 eV
E_tot: -327.1287 Ha
Charge: 0
ΔE to the lowest compared entry with this formula, charge and spin: 7.0 kJ/mol

XYZ file:
```
18
C5H11NO (ωB97M-V/def2-TZVPD)
C -1.78244 -2.23265 0.29870
N -1.28721 -0.93235 -0.09748
C -0.02502 -0.52294 0.20728
O 0.76330 -1.22913 0.81883
C 0.34093 0.89296 -0.23179
C 0.78057 1.67571 1.00745
C 1.45450 0.84257 -1.28137
H -1.64586 -2.98608 -0.48608
H -2.84519 -2.16749 0.54812
H -1.22215 -2.54929 1.17971
H -1.87786 -0.32737 -0.64364
H -0.53870 1.38242 -0.67373
H 1.59429 1.14221 1.50793
H -0.04218 1.77909 1.72386
H 1.12869 2.67639 0.72887
H 1.77259 1.85730 -1.54595
H 2.31676 0.29701 -0.88477
H 1.12271 0.34288 -2.19864
```


# 7
A cluster of 2 separate species, C5H11NO in total. Source: the OMol25 dataset; level of theory: ωB97M-V/def2-TZVPD.

Output
SMILES string: CC(C)C=O.C=N
HOMO-LUMO gap: 10.470 eV
E_tot: -327.0660 Ha
Charge: 0
ΔE to the lowest compared entry with this formula, charge and spin: 171.7 kJ/mol

XYZ file:
```
18
C5H11NO (ωB97M-V/def2-TZVPD)
C -1.36631 -1.26189 0.11361
C -0.88332 0.18019 0.08588
C -1.96436 1.18940 0.49459
C 0.31959 0.38528 0.97520
O 0.75287 -0.41279 1.77274
H -1.64704 -1.55814 1.12956
H -0.57141 -1.93231 -0.22642
H -2.23828 -1.38798 -0.53770
H -0.54014 0.43400 -0.92648
H -2.81147 1.14191 -0.19722
H -2.33670 0.97418 1.50290
H -1.57993 2.21668 0.48582
H 0.79774 1.38778 0.87192
C 3.00738 -0.17479 -0.72138
N 1.93694 -0.56755 -1.27779
H 3.92322 0.09496 -1.25961
H 3.03137 -0.09119 0.36780
H 2.05204 -0.60938 -2.29257
```


# 8
The molecule C5H11NO. Source: the OMol25 dataset; level of theory: ωB97M-V/def2-TZVPD.

Output
SMILES string: CCC[C@@H](N)C=O
HOMO-LUMO gap: 10.614 eV
E_tot: -327.0827 Ha
Charge: 0
ΔE to the lowest compared entry with this formula, charge and spin: 127.6 kJ/mol

XYZ file:
```
18
C5H11NO (ωB97M-V/def2-TZVPD)
C 0.83904 -2.09035 -0.28336
C 0.06782 -1.04906 -1.08668
C -0.79259 -0.15815 -0.15314
C -0.00414 0.92281 0.55329
N 0.67622 1.92118 -0.29080
C -0.86261 1.68126 1.56372
O -1.60379 1.13427 2.33758
H 1.21720 -1.72412 0.67253
H 1.74869 -2.43934 -0.78090
H 0.24791 -2.98703 -0.09011
H 0.80992 -0.41462 -1.57435
H -0.52507 -1.52421 -1.86037
H -1.23273 -0.85009 0.56628
H -1.58152 0.26609 -0.76177
H 0.72410 0.48218 1.24353
H 0.91505 1.50543 -1.18891
H -0.04778 2.57778 -0.59201
H -0.59572 2.74597 1.72548
```


# 9
The molecule C5H11NO. Source: the OMol25 dataset; level of theory: ωB97M-V/def2-TZVPD.

Output
SMILES string: CC(C)N(C)C=O
HOMO-LUMO gap: 10.169 eV
E_tot: -327.1076 Ha
Charge: 0
ΔE to the lowest compared entry with this formula, charge and spin: 62.3 kJ/mol

XYZ file:
```
18
C5H11NO (ωB97M-V/def2-TZVPD)
C -0.80139 1.14890 1.10582
C 0.24515 0.63420 0.11545
C 1.63327 0.51351 0.71408
N -0.23106 -0.60239 -0.47144
C -0.81970 -0.48526 -1.79803
C -0.08575 -1.80920 0.10229
O 0.44749 -2.04802 1.16298
H -0.40446 2.00232 1.65702
H -0.95572 0.40191 1.88453
H -1.71694 1.44319 0.61193
H 0.30222 1.33832 -0.72802
H 1.62202 -0.20576 1.52756
H 2.28272 0.08621 -0.04099
H 1.96728 1.47413 1.07761
H -1.54525 0.32368 -1.79185
H -1.34305 -1.40309 -2.04440
H -0.06986 -0.22268 -2.54024
H -0.52697 -2.58997 -0.54428
```


# 10
A cluster of 2 separate species, C5H11NO in total. Source: the OMol25 dataset; level of theory: ωB97M-V/def2-TZVPD.

Output
SMILES string: C=C/C=C/NC.O
HOMO-LUMO gap: 8.761 eV
E_tot: -327.0278 Ha
Charge: 0
ΔE to the lowest compared entry with this formula, charge and spin: 272.0 kJ/mol

XYZ file:
```
18
C5H11NO (ωB97M-V/def2-TZVPD)
C -0.91334 -1.55219 2.13545
C -1.14602 -0.54053 1.29403
C -0.24677 0.63726 1.21781
C -0.57476 1.64133 0.38931
N 0.39492 2.63213 0.06048
C 1.67300 2.05314 -0.51522
H -1.67680 -2.29002 2.35397
H -0.20445 -1.43292 2.95841
H -2.05693 -0.53428 0.70489
H 0.65830 0.54614 1.80598
H -1.43074 1.54679 -0.25886
H 0.03466 3.31684 -0.58404
H 2.39074 1.93104 0.29837
H 1.34678 1.03063 -0.75413
H 2.03730 2.49849 -1.44253
O -0.46246 -3.81645 -3.11586
H -0.02833 -4.53030 -3.56111
H 0.20489 -3.13712 -2.98696
```


# 11
A cluster of 2 separate species, C5H11NO in total. Source: the OMol25 dataset; level of theory: ωB97M-V/def2-TZVPD.

Output
SMILES string: C=CCO.C=NC
HOMO-LUMO gap: 10.568 eV
E_tot: -327.0247 Ha
Charge: 0
ΔE to the lowest compared entry with this formula, charge and spin: 280.1 kJ/mol

XYZ file:
```
18
C5H11NO (ωB97M-V/def2-TZVPD)
C 1.71946 0.78745 0.07261
C 0.65093 1.55757 0.23855
C -0.14581 1.79078 1.47755
O -0.43112 3.19584 1.52601
H 2.19487 0.67840 -0.89093
H 2.17551 0.27007 0.90982
H 0.33544 2.15902 -0.60945
H -1.06609 1.20272 1.37795
H 0.35509 1.53687 2.41396
H -0.93778 3.36247 2.32054
C 0.42133 -2.37184 -0.36917
N 0.05446 -2.15191 -1.55519
C -1.35334 -1.84652 -1.74638
H 1.48541 -2.44187 -0.16987
H -0.31119 -2.51942 0.43086
H -1.39911 -0.85455 -2.19742
H -1.90988 -1.81132 -0.80110
H -1.83817 -2.54376 -2.42833
```


# 12
The molecule C5H11NO. Source: the OMol25 dataset; level of theory: ωB97M-V/def2-TZVPD.

Output
HOMO-LUMO gap: 8.613 eV
E_tot: -326.9579 Ha
Charge: 0
ΔE to the lowest compared entry with this formula, charge and spin: 455.5 kJ/mol

XYZ file:
```
18
C5H11NO (ωB97M-V/def2-TZVPD)
C -0.25079 0.47440 -2.40923
C 0.00126 -0.72252 -1.49771
C 1.12918 -0.49691 -0.49318
N 0.87615 0.56282 0.48585
C 0.39559 0.30728 1.72490
O -0.12183 -0.88457 1.86746
C -1.10382 0.23117 2.80499
H -1.04368 0.26166 -3.13393
H -0.55327 1.35327 -1.82921
H 0.65297 0.73694 -2.97398
H -0.90633 -0.98298 -0.94154
H 0.26471 -1.59975 -2.10413
H 1.30585 -1.42162 0.06621
H 2.05668 -0.24232 -1.02032
H 1.35614 1.44184 0.36928
H -1.97546 -0.42188 2.67181
H -1.41763 1.26412 2.61948
H -0.66570 0.13906 3.79325
```